7
Properties=species:S:1:pos:R:3:lowdin_charge:R:1 method="wB97M-V/def2-TZVPD" fmax_ev_per_a=3.36 gap_ha=0.3551 multiplicity=1 total_charge=0 energy_ev=-16210.1045
O -2.6870 0.1014 1.0726 -0.0514
H 0.1615 0.8246 -1.7626 0.0027
H -1.1305 2.4582 0.1944 -0.0399
O -3.0875 -0.4965 -0.9778 -0.0163
Si -0.5591 1.2723 -0.4109 0.7868
F 0.4775 0.5890 0.5943 -0.2346
N -2.5284 0.1625 -0.1356 -0.4473